This record from OMol25 describes C15H16BrClN4O3S in the gas phase. The level of theory is ωB97M-V/def2-TZVPD.

Geometry (Å):
1 C 3.177 4.390 0.039
2 C 2.035 3.456 -0.200
3 C 1.407 2.785 0.841
4 C 0.356 1.913 0.628
5 C -0.096 1.686 -0.667
6 N -1.125 0.785 -0.977
7 C -1.837 -0.014 -0.141
8 O -1.733 -0.008 1.069
9 C -2.772 -0.953 -0.892
10 C -3.514 -1.917 0.045
11 N -2.673 -2.594 1.006
12 S -1.425 -3.532 0.437
13 O -1.135 -4.489 1.470
14 O -1.775 -3.999 -0.870
15 C 0.001 -2.455 0.326
16 C 0.479 -2.048 -0.895
17 C 1.547 -1.158 -0.918
18 Br 2.229 -0.527 -2.567
19 C 2.087 -0.725 0.283
20 N 1.654 -1.148 1.451
21 C 0.630 -2.005 1.504
22 N 0.191 -2.394 2.716
23 C 0.509 2.355 -1.728
24 C 1.556 3.223 -1.488
25 Cl 2.284 4.026 -2.834
26 H 3.419 4.442 1.097
27 H 2.928 5.389 -0.317
28 H 4.057 4.058 -0.510
29 H 1.754 2.945 1.851
30 H -0.105 1.405 1.457
31 H -1.315 0.702 -1.967
32 H -3.502 -0.366 -1.452
33 H -2.187 -1.540 -1.603
34 H -4.278 -1.379 0.610
35 H -3.991 -2.693 -0.556
36 H -2.351 -1.969 1.734
37 H 0.028 -2.430 -1.799
38 H 2.907 -0.020 0.307
39 H 0.765 -2.144 3.503
40 H -0.361 -3.244 2.750
41 H 0.176 2.190 -2.742

Its orbital gap is 8.918 eV. The calculation puts the energy above the lowest of the compared OMol25 structures with the same formula, charge and spin at 0.0 kJ/mol. Its structure (SMILES) is Cc1ccc(NC(=O)CCNS(=O)(=O)c2cc(Br)cnc2N)cc1Cl.

This record from OMol25 describes C15H16Cl2FMnNSSi as an isolated structure. The level of theory is ωB97M-V/def2-TZVPD.

Geometry (Å):
1 Mn -0.014 -0.686 0.026
2 C 4.774 1.194 -0.264
3 Si 3.042 0.621 -0.628
4 C 2.389 -0.385 0.850
5 C 3.002 -0.478 -2.137
6 N 2.059 2.021 -0.852
7 C 0.783 2.083 -1.178
8 C 0.307 3.332 -1.694
9 C -0.945 3.454 -2.246
10 C -1.790 2.350 -2.287
11 C -1.390 1.134 -1.718
12 C -0.159 0.991 -1.120
13 F -0.714 -1.661 -1.285
14 H 5.447 0.355 -0.078
15 H 4.796 1.852 0.605
16 H 5.161 1.756 -1.115
17 H 3.183 -0.581 1.572
18 H 2.055 -1.398 0.575
19 H 1.620 0.138 1.447
20 H 3.650 -1.345 -1.983
21 H 3.364 0.054 -3.018
22 H 1.995 -0.845 -2.361
23 H 1.010 4.153 -1.690
24 H -1.266 4.398 -2.667
25 H -2.770 2.430 -2.740
26 H -2.076 0.295 -1.737
27 Cl -1.614 0.485 1.685
28 C -2.513 -0.992 2.041
29 C -3.860 -0.850 2.302
30 C -4.598 -1.986 2.598
31 C -3.973 -3.221 2.623
32 C -2.619 -3.325 2.350
33 Cl -1.899 -4.897 2.409
34 C -1.827 -2.209 2.042
35 S -0.108 -2.339 1.744
36 H -4.318 0.128 2.274
37 H -5.655 -1.906 2.806
38 H -4.530 -4.119 2.851

Its orbital gap (alpha / beta) is 6.389 / 6.429 eV. The calculation puts the energy above the lowest of the compared OMol25 structures with the same formula, charge and spin at 247.5 kJ/mol. As for the spin multiplicity: 6. The expectation value of S² is 8.912.

This record from OMol25 describes C15H16Cl3N4O4Pt as an isolated structure. The level of theory is ωB97M-V/def2-TZVPD.

Geometry (Å):
1 Pt -0.543 0.012 -1.244
2 Cl -5.860 -2.461 -5.080
3 C -4.939 -1.789 -3.901
4 C -3.507 -1.633 -4.180
5 C -2.729 -1.094 -3.240
6 Cl -1.032 -0.854 -3.460
7 C -3.285 -0.656 -1.943
8 O -2.581 -0.178 -1.064
9 C -4.767 -0.829 -1.714
10 Cl -5.366 -0.327 -0.252
11 C -5.538 -1.386 -2.688
12 H -3.129 -1.961 -5.141
13 H -6.602 -1.526 -2.544
14 C 2.789 3.318 -2.070
15 N 1.865 2.208 -1.813
16 C 2.249 0.954 -1.631
17 N 3.530 0.624 -1.678
18 O 1.420 -0.020 -1.407
19 H 2.205 4.219 -2.225
20 H 3.370 3.131 -2.973
21 H 3.450 3.477 -1.218
22 H 0.879 2.402 -1.755
23 H 4.256 1.303 -1.843
24 H 3.795 -0.341 -1.557
25 O 3.856 -2.996 3.451
26 C 2.931 -2.374 4.301
27 N 2.231 -1.444 3.421
28 C 1.143 -0.775 3.833
29 O 0.619 -0.882 4.919
30 C 0.484 0.145 2.821
31 C -0.172 1.276 3.297
32 C -0.871 2.085 2.414
33 C -0.943 1.719 1.087
34 N -0.327 0.609 0.638
35 C 0.392 -0.162 1.480
36 H 4.511 -3.472 3.973
37 H 3.414 -1.831 5.118
38 H 2.200 -3.069 4.718
39 H 2.762 -1.149 2.617
40 H -0.135 1.492 4.358
41 H -1.376 2.981 2.745
42 H -1.505 2.297 0.365
43 H 0.858 -1.044 1.061

Its orbital gap is 2.679 eV. The calculation puts the energy above the lowest of the compared OMol25 structures with the same formula, charge and spin at 0.0 kJ/mol. Its net charge is +3.

This record from OMol25 describes a 3-piece molecular cluster, C15H16ClF2 overall. The level of theory is ωB97M-V/def2-TZVPD.

Geometry (Å):
1 C 0.863 -2.799 2.491
2 C 1.066 -1.515 3.314
3 C 2.040 -0.510 2.709
4 Cl 1.160 0.181 1.218
5 H 1.733 -3.443 2.608
6 H 0.772 -2.569 1.432
7 H -0.011 -3.366 2.824
8 H 0.100 -1.041 3.476
9 H 1.518 -1.796 4.266
10 H 2.867 -1.110 2.314
11 F -3.674 -0.989 1.358
12 C -3.523 0.352 1.309
13 C -2.252 0.885 1.237
14 C -2.117 2.263 1.184
15 C -3.238 3.083 1.207
16 C -4.506 2.523 1.282
17 C -4.655 1.144 1.332
18 H -1.373 0.247 1.223
19 H -1.125 2.691 1.129
20 H -3.123 4.159 1.169
21 H -5.382 3.158 1.304
22 H -5.634 0.684 1.386
23 F 3.441 1.408 -5.378
24 C 2.905 0.607 -4.424
25 C 2.712 1.112 -3.154
26 C 2.160 0.290 -2.181
27 C 1.817 -1.019 -2.491
28 C 2.022 -1.506 -3.774
29 C 2.569 -0.689 -4.756
30 H 2.992 2.134 -2.933
31 H 1.992 0.656 -1.176
32 H 1.391 -1.652 -1.724
33 H 1.758 -2.527 -4.016
34 H 2.733 -1.046 -5.764

Its orbital gap is 5.002 eV. The calculation puts the energy above the lowest of the compared OMol25 structures with the same formula, charge and spin at 0.0 kJ/mol. Its net charge is -1.

This record from OMol25 describes a 2-piece molecular cluster, C15H16ClNO6 overall. The level of theory is ωB97M-V/def2-TZVPD.

Geometry (Å):
1 C -2.038 -0.671 -2.383
2 C -0.630 0.023 -2.257
3 O 0.488 -0.871 -2.153
4 C 0.260 -1.952 -1.266
5 C -0.180 -1.557 0.182
6 C -0.981 -2.593 0.928
7 C -1.443 -2.340 2.310
8 C -1.075 -1.067 2.893
9 C -0.277 0.007 2.217
10 C 0.159 -0.306 0.846
11 C -0.089 1.233 3.093
12 O 0.520 2.265 2.866
13 N -0.880 0.898 4.288
14 C -0.222 1.150 5.588
15 C 1.269 0.635 5.561
16 O 1.469 -0.535 5.631
17 Cl 2.634 1.830 5.460
18 C -1.372 -0.444 4.265
19 O -1.930 -1.111 5.133
20 H -2.053 -1.526 -3.115
21 H -2.486 -0.954 -1.386
22 H -2.738 0.106 -2.813
23 H -0.699 0.792 -1.442
24 H -0.479 0.617 -3.227
25 H -0.454 -2.732 -1.648
26 H 1.256 -2.479 -1.156
27 H -1.225 -3.575 0.445
28 H -2.042 -3.072 2.892
29 H 0.771 0.467 0.313
30 H -0.727 0.625 6.443
31 H -0.278 2.248 5.800
32 O 0.308 2.096 -4.839
33 C 1.328 1.373 -5.305
34 C 2.542 2.348 -5.773
35 O 3.554 1.628 -6.249
36 H 1.121 0.725 -6.183
37 H 1.791 0.653 -4.600
38 H 2.754 2.986 -4.888
39 H 2.075 3.077 -6.470

Its orbital gap is 1.659 eV. Its net charge is -2.

This record from OMol25 describes a 3-piece molecular cluster, C15H16F21NO2PS overall. The level of theory is ωB97M-V/def2-TZVPD.

Geometry (Å):
1 F 5.524 -0.373 2.938
2 C 4.319 -0.095 2.119
3 F 4.646 1.051 1.189
4 F 4.051 -1.258 1.241
5 C 3.047 0.403 3.024
6 F 3.623 1.314 4.082
7 F 2.187 1.262 2.175
8 C 2.256 -0.789 3.827
9 C 1.247 -1.695 2.906
10 C -0.150 -0.959 2.469
11 N -1.093 -0.639 3.607
12 P -2.623 -0.152 2.753
13 S -3.882 -1.637 2.585
14 H 3.100 -1.519 4.252
15 H 1.732 -0.340 4.791
16 H 1.734 -2.122 1.918
17 H 0.961 -2.651 3.560
18 H -0.730 -1.732 1.768
19 H -0.025 0.016 1.834
20 H -2.214 0.192 1.384
21 H -3.181 1.052 3.313
22 C -5.099 -5.322 -2.950
23 C -4.679 -3.939 -3.471
24 C -3.434 -3.350 -2.817
25 F -3.579 -3.180 -1.484
26 F -3.160 -2.120 -3.329
27 F -5.738 -3.090 -3.379
28 F -4.430 -4.074 -4.812
29 O -6.118 -5.342 -1.945
30 C -5.666 -5.118 -0.612
31 C -6.191 -3.808 -0.012
32 F -5.850 -2.735 -0.772
33 F -5.666 -3.588 1.223
34 F -4.314 -5.213 -0.581
35 F -6.127 -6.171 0.118
36 H -5.550 -5.849 -3.800
37 H -4.239 -5.942 -2.672
38 H -2.556 -3.982 -2.993
39 H -7.281 -3.824 0.075
40 C 4.294 4.003 -0.272
41 C 2.805 4.279 -0.015
42 C 1.865 3.873 -1.144
43 F 2.135 4.517 -2.301
44 F 0.578 4.177 -0.830
45 F 2.648 5.589 0.316
46 F 2.454 3.571 1.105
47 O 5.071 5.100 -0.762
48 C 5.000 5.320 -2.169
49 C 4.323 6.647 -2.535
50 F 3.071 6.733 -2.018
51 F 4.195 6.777 -3.883
52 F 4.417 4.247 -2.756
53 F 6.288 5.328 -2.609
54 H 4.740 3.774 0.703
55 H 4.454 3.093 -0.864
56 H 1.911 2.793 -1.330
57 H 4.899 7.498 -2.161

Its orbital gap is 5.404 eV. The calculation puts the energy above the lowest of the compared OMol25 structures with the same formula, charge and spin at 460.7 kJ/mol. Its net charge is -1.

The evaluated energy for the records listed, in turn: -4458.393109; -3494.873329; -2600.032111; -1241.065726; -1547.362414; -3623.027964 Eh.